9
Properties=species:S:1:pos:R:3 method="wB97M-V/def2-TZVPD" multiplicity=1 charge=0 de_lowest_kj_mol=431.6
C 1.17 -0.26 -0.72
C -0.24 -0.22 -0.76
C -1.00 0.14 1.13
O 1.75 0.05 -1.73
O -1.02 -0.84 0.27
Cl 0.13 -0.02 2.37
Cl -1.77 1.64 1.03
H 1.79 -0.55 0.09
H -0.81 0.06 -1.67

=====

14
Properties=species:S:1:pos:R:3 method="wB97M-V/def2-TZVPD" multiplicity=1 charge=0 de_lowest_kj_mol=68.7 smiles="C1=C[C@H]2C[C@H]2C1"
C -1.42 0.06 0.25
C -0.71 1.19 0.33
C 0.69 0.97 -0.16
C 1.29 -0.12 0.73
C 0.69 -0.47 -0.60
C -0.73 -0.99 -0.60
H -2.35 -0.14 0.78
H -1.03 2.10 0.82
H 1.25 1.75 -0.68
H 0.70 -0.27 1.63
H 2.33 -0.38 0.86
H 1.40 -0.78 -1.36
H -0.78 -2.02 -0.23
H -1.17 -0.97 -1.61

=====

We obtain E_tot values of -1186.22651 -233.36085 a.u. for the records listed above, in that order.